1.
Computed, not measured: 2 unconnected molecules or ions with the total composition C2H9N2, with the ωB97M-V functional and the def2-TZVPD basis.

```
13
Properties=species:S:1:pos:R:3:nbo_charge:R:1
N 0.67272 -2.10834 -0.26285 -1.089
H -0.00895 -2.68043 0.20047 0.390
H 1.57289 -2.33861 0.09923 0.399
H 0.57956 -2.25905 -1.25706 0.393
H 0.41830 -0.34034 -0.13287 0.480
C 0.46547 1.76186 0.29055 -0.461
C -1.50463 0.45699 0.05318 0.121
N -0.24182 0.50339 0.00411 -0.411
H 1.53249 1.51184 0.29128 0.235
H 0.18259 2.24121 1.21975 0.247
H 0.46251 2.43030 -0.57369 0.250
H -1.98893 -0.43551 -0.33458 0.218
H -2.14222 1.25668 0.40248 0.228
```

Values from the calculation:
HOMO in hartree: -0.563
DFT total energy in eV: -5193.05551
Spin multiplicity: 1
Energy relative to the best compared isomer or geometry (same formula, charge and spin) in kcal/mol: 20.7
Net charge: +1
Frontier orbital gap in Ha: 0.3888



2.
Computed, not measured: a gas-phase ion, C2H3N4O (charge -1), with the ωB97M-V functional and the def2-TZVPD basis.

```
10
Properties=species:S:1:pos:R:3:nbo_charge:R:1
O -1.09766 2.97613 1.24529 -0.789
N -0.29210 1.84886 1.17649 -0.181
N -0.26889 1.23982 -0.02988 -0.013
C 0.07087 0.00419 -0.24770 -0.151
C 0.15550 -0.18173 -1.63304 -0.161
N -0.22903 0.97233 -2.20570 -0.300
N -0.42899 1.83069 -1.26437 -0.101
H -0.45949 1.26411 2.01274 0.320
H -0.08075 -0.90431 0.42859 0.196
H 0.18707 -1.24440 -2.15795 0.181
```

Values from the calculation:
HOMO in hartree: -0.072
DFT total energy in eV: -10126.25483
Spin multiplicity: 1
SMILES string: [O-]Nn1ccnn1
Energy relative to the best compared isomer or geometry (same formula, charge and spin) in kcal/mol: 100.2
Net charge: -1
Frontier orbital gap in Ha: 0.2230



3.
Computed, not measured: a single C15H16O4 molecule, with the ωB97M-V functional and the def2-TZVPD basis.

```
35
Properties=species:S:1:pos:R:3:nbo_charge:R:1
C 4.32095 2.26745 1.21350 -0.595
C 4.05867 1.19479 2.27262 -0.233
C 3.75143 1.83478 3.62821 -0.595
C 2.93830 0.27775 1.84690 -0.031
C 1.65570 0.75640 1.62252 -0.219
C 0.62422 -0.08246 1.23599 -0.241
C 0.86399 -1.43942 1.06751 0.277
O -0.07240 -2.37255 0.70050 -0.485
C -1.39369 -1.95723 0.48103 -0.109
C -1.54701 -1.11267 -0.74717 0.290
C -0.70875 -0.91743 -1.81465 -0.314
C -1.38277 -0.03808 -2.68089 -0.218
C -2.58884 0.24148 -2.08204 0.103
C -3.69983 1.08254 -2.51490 0.740
O -4.72413 1.26841 -1.90949 -0.577
O -3.44976 1.65060 -3.71016 -0.684
O -2.67858 -0.41613 -0.90106 -0.367
C 2.14816 -1.93216 1.28691 -0.253
C 3.16475 -1.08249 1.66989 -0.185
H 3.45600 2.91538 1.09665 0.201
H 4.53601 1.80565 0.25237 0.212
H 5.17210 2.88055 1.50172 0.207
H 4.96773 0.59240 2.37911 0.200
H 2.87140 2.46976 3.56499 0.201
H 3.56703 1.06660 4.37595 0.212
H 4.59110 2.44361 3.95637 0.207
H 1.44237 1.80737 1.74811 0.210
H -0.35480 0.33856 1.06799 0.211
H -1.80230 -1.42043 1.34944 0.198
H -1.96389 -2.88633 0.35990 0.219
H 0.26222 -1.34749 -1.94869 0.241
H -1.04148 0.34513 -3.61993 0.242
H -4.20740 2.19874 -3.96881 0.502
H 2.32309 -2.98791 1.15260 0.223
H 4.15378 -1.48499 1.83617 0.210
```

Values from the calculation:
HOMO in hartree: -0.313
DFT total energy in eV: -24004.44531
Spin multiplicity: 1
SMILES string: CC(C)c1ccc(OCc2ccc(C(=O)O)o2)cc1
Energy relative to the best compared isomer or geometry (same formula, charge and spin) in kcal/mol: 0.0
Frontier orbital gap in Ha: 0.3345



Copy entry 3 word for word.
Computed, not measured: a single C15H16O4 molecule, with the ωB97M-V functional and the def2-TZVPD basis.

```
35
Properties=species:S:1:pos:R:3:nbo_charge:R:1
C 4.32095 2.26745 1.21350 -0.595
C 4.05867 1.19479 2.27262 -0.233
C 3.75143 1.83478 3.62821 -0.595
C 2.93830 0.27775 1.84690 -0.031
C 1.65570 0.75640 1.62252 -0.219
C 0.62422 -0.08246 1.23599 -0.241
C 0.86399 -1.43942 1.06751 0.277
O -0.07240 -2.37255 0.70050 -0.485
C -1.39369 -1.95723 0.48103 -0.109
C -1.54701 -1.11267 -0.74717 0.290
C -0.70875 -0.91743 -1.81465 -0.314
C -1.38277 -0.03808 -2.68089 -0.218
C -2.58884 0.24148 -2.08204 0.103
C -3.69983 1.08254 -2.51490 0.740
O -4.72413 1.26841 -1.90949 -0.577
O -3.44976 1.65060 -3.71016 -0.684
O -2.67858 -0.41613 -0.90106 -0.367
C 2.14816 -1.93216 1.28691 -0.253
C 3.16475 -1.08249 1.66989 -0.185
H 3.45600 2.91538 1.09665 0.201
H 4.53601 1.80565 0.25237 0.212
H 5.17210 2.88055 1.50172 0.207
H 4.96773 0.59240 2.37911 0.200
H 2.87140 2.46976 3.56499 0.201
H 3.56703 1.06660 4.37595 0.212
H 4.59110 2.44361 3.95637 0.207
H 1.44237 1.80737 1.74811 0.210
H -0.35480 0.33856 1.06799 0.211
H -1.80230 -1.42043 1.34944 0.198
H -1.96389 -2.88633 0.35990 0.219
H 0.26222 -1.34749 -1.94869 0.241
H -1.04148 0.34513 -3.61993 0.242
H -4.20740 2.19874 -3.96881 0.502
H 2.32309 -2.98791 1.15260 0.223
H 4.15378 -1.48499 1.83617 0.210
```

Values from the calculation:
HOMO in hartree: -0.313
DFT total energy in eV: -24004.44531
Spin multiplicity: 1
SMILES string: CC(C)c1ccc(OCc2ccc(C(=O)O)o2)cc1
Energy relative to the best compared isomer or geometry (same formula, charge and spin) in kcal/mol: 0.0
Frontier orbital gap in Ha: 0.3345



> The lowest HOMO belongs to which entry?

C2H9N2



> Which formula does entry 3 have?

C15H16O4



> Which value of frontier orbital gap does entry 2 give?

0.2230 Ha